Arrangement i

A cluster of 2 separate species, C7H16N2 in total. Source: the Open Molecules 2025 dataset; level of theory: ωB97M-V/def2-TZVPD.

Summary:
HOMO energy, hartree: -0.321
SMILES: [H]/N=C/N(C)C.C=CCC
Frontier orbital gap, eV: 9.761
M, u: 128.2

Cartesian coordinates (Å):
H1 -0.563 -2.058 -0.837
N1 -0.900 -1.308 -0.241
C1 -0.697 -0.146 -0.717
N2 -1.337 0.991 -0.225
C2 -1.776 0.933 1.158
C3 -2.408 1.341 -1.143
H2 -0.266 0.048 -1.711
H3 -2.363 1.824 1.372
H4 -0.899 0.924 1.800
H5 -2.378 0.042 1.362
H6 -2.013 1.402 -2.157
H7 -3.218 0.600 -1.127
H8 -2.816 2.315 -0.872
C4 1.566 1.494 0.209
C5 1.495 0.228 0.602
C6 2.226 -0.916 -0.081
C7 1.776 -2.283 0.419
H9 1.977 1.765 -0.752
H10 1.169 2.303 0.800
H11 1.121 -0.012 1.588
H12 2.068 -0.830 -1.158
H13 3.303 -0.794 0.094
H14 1.910 -3.048 -0.343
H15 2.333 -2.577 1.308
H16 0.688 -2.241 0.652


Arrangement ii

A structure of composition C7H16N2. Source: the Open Molecules 2025 dataset; level of theory: ωB97M-V/def2-TZVPD.

Summary:
HOMO energy, hartree: -0.252
Frontier orbital gap, eV: 7.487
M, u: 128.2

Cartesian coordinates (Å):
C1 -0.322 -0.084 -0.493
C2 -0.725 0.236 2.028
C3 1.423 -0.547 1.259
C4 -0.535 -1.590 -0.665
C5 -1.644 0.660 -0.704
N1 0.263 0.296 0.950
C6 0.698 0.517 -1.421
N2 0.980 1.827 0.772
C7 1.198 -0.042 -2.508
H1 0.178 2.442 0.925
H2 1.107 1.697 -0.566
H3 -0.225 0.526 2.953
H4 -1.145 -0.767 2.134
H5 -1.530 0.940 1.841
H6 1.131 -1.575 1.472
H7 2.097 -0.527 0.406
H8 1.921 -0.127 2.131
H9 -1.196 -1.984 0.109
H10 -0.987 -1.769 -1.641
H11 0.403 -2.141 -0.648
H12 -1.912 0.607 -1.759
H13 -1.535 1.713 -0.447
H14 -2.454 0.230 -0.114
H15 1.947 0.458 -3.108
H16 0.859 -0.999 -2.907


Arrangement iii

A structure of composition C7H16N2. Source: the Open Molecules 2025 dataset; level of theory: ωB97M-V/def2-TZVPD.

Summary:
HOMO energy, hartree: -0.301
Frontier orbital gap, eV: 9.066
M, u: 128.2

Cartesian coordinates (Å):
C1 -1.246 -0.477 0.328
C2 -1.257 0.397 1.565
C3 -2.641 -0.843 -0.135
C4 -0.605 0.612 -1.131
N1 -0.424 -1.586 0.480
H1 -0.457 -2.218 -0.310
H2 0.557 -1.318 0.679
H3 -1.742 -0.144 2.379
H4 -0.252 0.640 1.897
H5 -3.224 0.052 -0.336
H6 -3.145 -1.421 0.641
H7 -2.612 -1.447 -1.041
H8 -0.834 -0.115 -1.911
H9 0.262 1.095 -1.572
H10 -1.370 1.389 -1.138
H11 -1.809 1.316 1.381
C5 2.869 -0.906 -0.796
C6 1.645 2.176 0.501
N2 2.091 -0.265 0.242
C7 1.689 0.910 0.166
H12 3.549 -0.216 -1.317
H13 3.471 -1.700 -0.340
H14 2.207 -1.352 -1.542
H15 2.420 2.589 1.133
H16 0.856 2.832 0.178


Arrangement iv

A cluster of 2 separate species, C7H16N2 in total. Source: the Open Molecules 2025 dataset; level of theory: ωB97M-V/def2-TZVPD.

Summary:
HOMO energy, hartree: -0.304
SMILES: [H]/N=C(C)\C(C)=N/[H].CCC
Frontier orbital gap, eV: 8.654
M, u: 128.2

Cartesian coordinates (Å):
H1 -1.921 -1.598 -0.527
N1 -1.979 -1.322 0.451
C1 -0.863 -1.148 1.027
C2 -0.913 -0.821 2.490
C3 0.487 -1.386 0.406
C4 1.724 -0.913 1.111
N2 0.667 -2.028 -0.674
H2 -0.133 -2.592 -0.962
H3 -0.387 -1.578 3.071
H4 -1.941 -0.808 2.842
H5 -0.438 0.145 2.661
H6 2.595 -1.062 0.478
H7 1.884 -1.502 2.015
H8 1.649 0.149 1.334
C5 -0.425 0.541 -2.380
C6 0.516 1.127 -1.360
C7 -0.128 2.512 -0.502
H9 -0.079 0.704 -3.405
H10 -1.460 0.890 -2.281
H11 -0.434 -0.536 -2.220
H12 1.176 2.097 -1.462
H13 1.419 0.524 -1.250
H14 -0.822 3.359 -0.456
H15 0.646 3.285 -0.516
H16 -0.840 1.961 0.109


List of relative energies, unit kJ/mol: arrangement i 0.0; arrangement ii 291.7; arrangement iii 126.4; arrangement iv 435.1


Arrangement i

A cluster of 3 separate species, C7H16N2 in total. Source: the Open Molecules 2025 dataset; level of theory: ωB97M-V/def2-TZVPD.

Summary:
HOMO energy (spin up / spin down), hartree: -0.281 / -0.281
Frontier orbital gap (spin up / spin down), eV: 8.233 / 8.234
M, u: 128.2

Cartesian coordinates (Å):
C1 1.636 1.501 0.109
C2 2.542 1.139 1.239
C3 1.516 0.684 -1.021
C4 -0.622 1.271 1.347
H1 1.253 2.512 0.081
H2 3.560 1.488 1.020
H3 2.585 0.059 1.376
H4 2.235 1.597 2.179
H5 0.589 -0.217 -0.692
H6 2.336 -0.008 -1.204
H7 1.185 1.161 -1.939
H8 0.005 1.714 2.112
H9 -1.006 2.027 0.668
H10 -1.463 0.760 1.820
C5 -1.634 -1.315 -0.876
N1 -2.173 -2.602 -0.920
C6 -0.393 -1.143 -0.077
C7 -2.230 -0.245 -1.423
N2 0.192 -2.031 0.616
H11 -2.964 -2.718 -1.533
H12 -1.497 -3.345 -1.022
H13 -0.340 -2.902 0.717
H14 -0.328 0.196 0.676
H15 -1.824 0.743 -1.282
H16 -3.161 -0.324 -1.970


Arrangement ii

A cluster of 2 separate species, C7H16N2 in total. Source: the Open Molecules 2025 dataset; level of theory: ωB97M-V/def2-TZVPD.

Summary:
HOMO energy (spin up / spin down), hartree: -0.253 / -0.252
Frontier orbital gap (spin up / spin down), eV: 7.713 / 7.712
M, u: 128.2

Cartesian coordinates (Å):
C1 1.166 0.226 -0.158
C2 -0.436 1.330 0.903
C3 0.080 -1.571 0.459
C4 1.368 -1.268 -0.210
C5 -2.989 -0.955 -0.034
C6 2.245 0.922 0.642
C7 0.897 0.804 -1.526
N1 -1.875 -0.449 0.734
N2 -1.579 0.808 0.417
H1 -1.866 1.154 -0.502
H2 -0.195 1.059 1.919
H3 -0.240 2.353 0.613
H4 -0.598 -2.233 -0.059
H5 0.085 -1.670 1.533
H6 1.442 -1.674 -1.222
H7 2.249 -1.613 0.340
H8 -2.968 -0.642 -1.095
H9 -2.955 -2.047 -0.009
H10 -3.952 -0.647 0.393
H11 2.147 2.009 0.629
H12 3.234 0.672 0.228
H13 2.237 0.594 1.684
H14 1.753 0.636 -2.195
H15 0.718 1.881 -1.495
H16 0.031 0.323 -1.988


List of relative energies, unit kJ/mol: arrangement i 0.0; arrangement ii 44.3